No. 1
Entry from the OMol25 dataset: a 14-piece molecular cluster, C21H74B2NO16 overall (the ωB97M-V functional and the def2-TZVPD basis).

The total energy is -58583.6896 eV. The HOMO-LUMO gap is 0.216 hartree. For the max |F|, the calculation gives 0.8 eV/A. The lowest unoccupied orbital energy comes out at 1.69 eV. The HOMO energy is -4.19 eV.

ORCA input file:
```
! RIJCOSX wB97M-V def2-TZVPD def2/J DEFGRID3
* xyz -1 1
C -2.96 -3.91 1.72
C -1.60 -4.05 2.40
C -0.60 -4.87 1.58
C 0.82 -4.30 1.59
C 1.71 -4.93 0.52
C 3.23 -4.66 0.69
C 3.74 -3.59 -0.28
C 3.21 -2.18 0.03
C 4.21 -1.30 0.78
C 3.62 0.07 1.12
C 3.05 0.84 -0.09
C 1.51 0.87 -0.11
B 0.73 2.10 -0.90
C 1.35 2.54 -2.38
C 2.00 1.49 -3.30
C 1.17 0.24 -3.56
N 0.17 0.51 -4.61
C 0.66 3.49 0.03
C 1.85 3.77 0.95
C 1.64 5.02 1.80
O 2.83 5.57 2.36
C 3.42 4.77 3.36
B -0.92 1.60 -1.04
O -1.68 1.43 -2.24
O -1.63 1.27 0.12
C -3.04 1.13 0.11
C -3.39 -0.34 -0.02
H -3.29 -4.86 1.31
H -3.72 -3.54 2.41
H -2.90 -3.19 0.90
H -1.72 -4.49 3.39
H -1.19 -3.04 2.57
H -0.57 -5.88 1.98
H -0.94 -4.92 0.54
H 1.28 -4.47 2.58
H 0.75 -3.22 1.46
H 1.57 -6.01 0.55
H 1.40 -4.59 -0.47
H 3.77 -5.59 0.50
H 3.43 -4.34 1.71
H 4.83 -3.57 -0.30
H 3.42 -3.88 -1.29
H 2.30 -2.25 0.62
H 2.92 -1.68 -0.90
H 4.46 -1.81 1.72
H 5.13 -1.20 0.19
H 2.81 -0.11 1.84
H 4.38 0.66 1.64
H 3.43 0.34 -0.99
H 3.47 1.85 -0.10
H 1.18 -0.12 -0.46
H 1.18 0.90 0.94
H 0.57 3.05 -2.96
H 2.13 3.31 -2.21
H 2.19 1.92 -4.29
H 2.99 1.20 -2.93
H 1.82 -0.57 -3.90
H 0.70 -0.10 -2.63
H -0.07 1.50 -4.58
H -0.69 0.01 -4.41
H 0.58 4.35 -0.66
H -0.25 3.51 0.65
H 2.05 2.90 1.59
H 2.75 3.95 0.34
H 1.22 5.80 1.17
H 0.92 4.82 2.60
H 2.72 4.01 3.74
H 3.70 5.42 4.19
H 4.29 4.24 2.97
H -1.84 2.28 -2.69
H -3.40 1.46 1.09
H -3.52 1.76 -0.63
H -2.97 -0.86 0.85
H -2.95 -0.81 -0.89
H -4.47 -0.51 0.04
O -1.29 -2.25 -1.96
H -1.01 -1.32 -1.97
H -1.25 -2.52 -2.89
O 6.88 4.39 1.97
H 7.67 4.93 1.87
H 6.15 5.03 2.00
O -4.60 2.49 3.14
H -3.72 2.26 3.45
H -4.44 3.24 2.55
O -6.15 0.87 0.80
H -7.01 0.45 0.93
H -5.83 1.04 1.70
O -6.07 -2.32 -0.91
H -5.17 -2.68 -0.94
H -5.94 -1.41 -0.62
O -0.91 4.19 -4.70
H -0.30 4.93 -4.55
H -1.39 4.43 -5.50
O -8.46 -3.30 0.45
H -8.41 -4.21 0.76
H -7.57 -3.10 0.12
O 2.09 -8.02 -0.50
H 1.62 -8.82 -0.23
H 2.08 -8.04 -1.47
O -3.11 5.07 3.00
H -2.50 5.80 2.84
H -3.88 5.45 3.45
O -4.32 -1.54 -3.39
H -3.78 -0.74 -3.31
H -5.15 -1.32 -2.94
O 4.32 8.32 4.61
H 3.90 7.87 3.86
H 4.62 7.61 5.18
O -3.08 6.05 -6.16
H -2.51 6.82 -6.20
H -3.88 6.36 -5.73
O 0.56 -10.41 0.41
H -0.30 -10.76 0.68
H 1.21 -10.98 0.83
*
```

No. 2
Entry from the OMol25 dataset: one molecule with the formula CH4IN4P at a distorted geometry (the ωB97M-V functional and the def2-TZVPD basis).

The total energy is -24447.3214 eV. The HOMO-LUMO gap is 0.254 hartree. For the max |F|, the calculation gives 4.5 eV/A. The lowest unoccupied orbital energy comes out at -0.65 eV. The HOMO energy is -7.56 eV.

ORCA input file:
```
! RIJCOSX wB97M-V def2-TZVPD def2/J DEFGRID3
* xyz 0 1
C -0.55 1.02 0.03
N 0.34 -0.09 -0.14
N 0.15 -0.84 1.00
N -0.72 -0.25 1.69
N -1.14 0.89 1.27
P 1.25 -1.35 -1.43
I -2.18 0.71 -1.77
H -0.17 2.06 -0.28
H -1.03 -0.54 2.51
H 2.60 -1.32 -0.68
H 1.45 -0.28 -2.21
*
```

No. 3
Entry from the OMol25 dataset: C3H7N2 as an isolated structure at a distorted geometry (the ωB97M-V functional and the def2-TZVPD basis).

The total energy is -6194.6504 eV. The HOMO-LUMO gap is 0.462 hartree. For the max |F|, the calculation gives 7.2 eV/A. The lowest unoccupied orbital energy comes out at -3.22 eV. The HOMO energy is -15.78 eV.

ORCA input file:
```
! RIJCOSX wB97M-V def2-TZVPD def2/J DEFGRID3
* xyz 1 1
C -0.01 -0.05 0.01
C -1.95 0.05 0.02
C 2.00 0.05 0.01
N -0.81 0.90 -0.34
N -0.90 -0.96 0.29
H -2.51 0.38 1.02
H -2.70 -0.26 -0.83
H 2.27 0.00 -1.08
H 2.49 -0.76 0.71
H 2.08 0.96 0.58
H -0.54 1.82 -0.35
H -0.95 -1.85 0.84
*
```

No. 4
Entry from the OMol25 dataset: C6H14N5 as an isolated structure at a distorted geometry (the ωB97M-V functional and the def2-TZVPD basis).

The total energy is -13889.3995 eV. The HOMO-LUMO gap is 0.358 hartree. For the max |F|, the calculation gives 5.0 eV/A. The lowest unoccupied orbital energy comes out at -4.05 eV. The HOMO energy is -13.80 eV.

ORCA input file:
```
! RIJCOSX wB97M-V def2-TZVPD def2/J DEFGRID3
* xyz 1 1
C 1.38 1.54 -0.01
C 1.40 0.38 0.92
C 0.64 1.13 -1.25
C -2.00 0.71 0.12
C -1.76 -1.87 0.37
C -1.43 -0.65 -0.45
N 0.72 -0.68 0.57
N 2.19 2.44 0.29
N 2.07 0.36 2.10
N 0.47 -1.44 -1.56
N 0.06 -0.52 -0.60
H -0.24 1.68 -1.47
H 1.29 0.66 -1.99
H -3.04 0.47 0.24
H -1.42 0.83 1.11
H -1.80 1.64 -0.38
H -1.15 -2.60 0.06
H -2.88 -2.18 0.30
H -1.59 -1.72 1.36
H -1.78 -0.55 -1.47
H 2.21 3.25 -0.32
H 2.90 0.95 2.11
H 1.85 -0.22 2.86
H 1.38 -1.34 -1.95
H 0.52 -2.27 -0.97
*
```

No. 5
Entry from the OMol25 dataset: C31H22KN6O4 as an isolated structure (the ωB97M-V functional and the def2-TZVPD basis).

The total energy is -65961.1696 eV. The HOMO-LUMO gap is 0.213 hartree. For the max |F|, the calculation gives 0.8 eV/A. The lowest unoccupied orbital energy comes out at 1.89 eV. The HOMO energy is -3.91 eV.

ORCA input file:
```
! RIJCOSX wB97M-V def2-TZVPD def2/J DEFGRID3
* xyz -1 1
K -1.25 0.29 -1.10
O 0.89 -1.41 -4.95
C 0.19 -0.93 -4.03
N 0.54 -0.44 -2.84
C 1.85 -0.51 -2.37
C 2.93 -1.10 -3.06
C 4.19 -1.22 -2.50
C 4.45 -0.77 -1.21
C 3.42 -0.16 -0.52
C 2.15 -0.01 -1.06
N 1.16 0.64 -0.26
C 0.44 1.81 1.35
O 1.56 2.49 1.97
C -0.88 2.24 1.87
C -0.97 2.78 3.16
C -2.21 3.13 3.65
C -3.33 2.95 2.84
C -3.14 2.42 1.58
N -1.95 2.07 1.09
C -1.32 -0.92 -4.34
C -1.72 -1.48 -5.56
C -3.06 -1.52 -5.89
C -3.99 -0.98 -5.01
C -3.52 -0.43 -3.84
N -2.23 -0.40 -3.51
H 2.74 -1.47 -4.05
H 4.98 -1.69 -3.08
H 5.43 -0.88 -0.76
H 3.59 0.18 0.50
H -0.07 2.91 3.74
H -2.31 3.54 4.64
H -4.32 3.21 3.18
H -3.99 2.27 0.92
H -0.95 -1.88 -6.20
H -3.38 -1.97 -6.83
H -5.05 -0.99 -5.23
H -4.21 0.02 -3.13
O -1.19 -5.78 5.03
C -0.06 -5.02 4.86
O 0.92 -5.33 5.49
C -0.16 -3.90 3.92
C 1.01 -3.20 3.59
C 1.02 -2.14 2.72
C -0.18 -1.66 2.10
C -1.36 -2.41 2.44
C -1.34 -3.47 3.30
N -0.33 -0.64 1.25
C 0.75 0.27 1.13
C 1.01 2.07 -0.07
C 2.15 2.79 0.68
C 2.23 4.26 0.41
C 1.47 4.80 -0.53
C 0.50 3.98 -1.29
N 0.27 2.74 -1.10
H -1.87 -5.47 4.42
H 1.94 -3.54 4.04
H 1.98 -1.69 2.50
H -2.28 -2.08 1.98
H -2.30 -3.94 3.51
H 1.61 0.05 1.77
H 3.14 2.33 0.57
H 2.95 4.85 0.97
H 1.52 5.86 -0.77
H -0.07 4.47 -2.07
*
```

No. 6
Entry from the OMol25 dataset: a 9-piece molecular cluster, C32H56ClN8O4 overall at a distorted geometry (the ωB97M-V functional and the def2-TZVPD basis).

The total energy is -66719.6653 eV. The HOMO-LUMO gap is 0.356 hartree. For the max |F|, the calculation gives 1.4 eV/A. The lowest unoccupied orbital energy comes out at 2.11 eV. The HOMO energy is -7.57 eV.

ORCA input file:
```
! RIJCOSX wB97M-V def2-TZVPD def2/J DEFGRID3
* xyz -1 1
Cl 0.01 -0.57 0.39
O -0.01 -0.13 -0.98
O 1.09 -1.51 0.63
O 0.23 0.57 1.26
O -1.26 -1.19 0.68
C -1.46 3.41 1.68
C -1.20 4.60 2.59
C -2.36 5.59 2.60
C -2.63 6.18 1.29
N -2.82 6.64 0.25
H -1.93 3.68 0.74
H -2.15 2.71 2.17
H -0.55 2.82 1.59
H -0.30 5.12 2.24
H -1.04 4.34 3.64
H -2.16 6.45 3.25
H -3.26 5.09 2.96
C -0.47 2.98 -2.49
C 0.18 4.12 -1.71
C 1.62 4.47 -2.10
C 2.33 3.44 -2.88
N 2.91 2.64 -3.48
H -0.52 3.21 -3.56
H -1.47 2.76 -2.12
H 0.11 2.06 -2.39
H 0.10 3.89 -0.65
H -0.37 5.03 -1.91
H 2.26 4.75 -1.26
H 1.62 5.32 -2.78
C 4.66 1.08 -0.94
C 3.67 -0.02 -1.32
C 4.15 -1.39 -0.85
C 3.44 -2.49 -1.48
N 2.92 -3.36 -2.03
H 4.36 2.07 -1.29
H 5.66 0.92 -1.35
H 4.72 1.17 0.15
H 3.55 -0.03 -2.40
H 2.70 0.27 -0.91
H 4.08 -1.48 0.23
H 5.22 -1.47 -1.08
C -1.85 -1.92 -3.88
C -2.50 -0.92 -4.81
C -3.20 -1.53 -6.03
C -2.31 -2.34 -6.86
N -1.63 -2.97 -7.54
H -1.31 -2.68 -4.45
H -2.60 -2.47 -3.32
H -1.14 -1.49 -3.18
H -1.72 -0.27 -5.22
H -3.14 -0.22 -4.27
H -3.63 -0.73 -6.63
H -4.00 -2.20 -5.70
C -5.31 0.55 0.11
C -4.86 -0.05 -1.21
C -4.07 -1.35 -1.05
C -4.65 -2.37 -0.18
N -5.12 -3.17 0.51
H -5.76 -0.21 0.75
H -6.09 1.30 -0.05
H -4.52 1.03 0.68
H -4.13 0.64 -1.65
H -5.69 -0.20 -1.89
H -3.01 -1.22 -0.79
H -4.01 -1.81 -2.04
C 2.28 -4.64 5.22
C 1.35 -3.98 4.18
C 2.00 -2.82 3.46
C 3.08 -3.26 2.57
N 3.92 -3.68 1.91
H 1.68 -5.30 5.85
H 2.73 -3.88 5.86
H 3.06 -5.22 4.74
H 0.45 -3.62 4.68
H 1.06 -4.75 3.48
H 2.46 -2.08 4.13
H 1.31 -2.20 2.90
C 3.69 4.29 1.69
C 2.60 3.23 1.79
C 2.84 2.21 2.89
C 3.20 2.81 4.18
N 3.47 3.29 5.18
H 4.71 3.91 1.63
H 3.69 4.92 2.59
H 3.56 4.97 0.85
H 2.49 2.70 0.84
H 1.66 3.74 1.99
H 3.59 1.47 2.62
H 1.91 1.65 3.08
C -1.40 -5.76 1.75
C -0.99 -5.69 0.27
C -0.93 -4.23 -0.20
C -0.40 -4.10 -1.56
N 0.08 -3.97 -2.60
H -2.47 -5.98 1.82
H -1.24 -4.81 2.26
H -0.90 -6.56 2.29
H -1.73 -6.22 -0.33
H -0.03 -6.15 0.06
H -0.24 -3.65 0.43
H -1.92 -3.78 -0.19
*
```

No. 7
Entry from the OMol25 dataset: C3H7N2PS2 as an isolated structure at a distorted geometry (the ωB97M-V functional and the def2-TZVPD basis).

The total energy is -37161.0444 eV. The HOMO-LUMO gap is 0.339 hartree. For the max |F|, the calculation gives 4.6 eV/A. The lowest unoccupied orbital energy comes out at 0.56 eV. The HOMO energy is -8.66 eV.

ORCA input file:
```
! RIJCOSX wB97M-V def2-TZVPD def2/J DEFGRID3
* xyz 0 1
C 0.14 1.14 0.60
C -1.13 0.77 0.32
C 1.32 0.19 0.66
N -1.47 -0.77 0.22
N 1.14 -1.27 0.73
P -0.46 -1.73 1.13
S -2.64 -1.41 -0.84
S 1.45 -1.89 -0.96
H 0.52 2.10 0.58
H -2.00 1.32 0.28
H 1.94 0.39 -0.18
H 1.97 0.29 1.52
H -0.41 -0.88 2.14
H -1.80 -2.24 -1.55
H 0.67 -0.93 -1.72
*
```

No. 8
Entry from the OMol25 dataset: C11H12Cl2N2O6Re as an isolated structure at a distorted geometry (the ωB97M-V functional and the def2-TZVPD basis).

The total energy is -54026.9534 eV. The HOMO-LUMO gap (alpha / beta) is 0.230 / 0.249 hartree. For the max |F|, the calculation gives 1.7 eV/A. The lowest unoccupied orbital energy (alpha / beta) comes out at -8.45 / -7.96 eV. The HOMO energy (alpha / beta) is -14.72 / -14.75 eV.

ORCA input file:
```
! RIJCOSX wB97M-V def2-TZVPD def2/J DEFGRID3
* xyz 2 2
Re -0.52 -0.73 -0.12
Cl 0.04 6.33 1.35
C 0.20 4.64 1.06
C 1.20 3.93 1.72
C 1.37 2.57 1.52
Cl 2.62 1.71 2.35
C 0.54 1.88 0.67
O 0.77 0.57 0.46
C -0.47 2.60 0.02
C -1.34 1.99 -0.88
O -1.44 0.73 -1.13
C -0.63 3.99 0.21
H 1.87 4.44 2.41
H -2.02 2.62 -1.45
H -1.41 4.54 -0.31
N -2.16 -2.10 -0.49
C -3.38 -1.64 0.27
C -2.97 -0.76 1.42
O -3.69 -0.44 2.28
O -1.67 -0.29 1.32
H -2.38 -2.18 -1.49
H -1.91 -3.04 -0.19
H -3.95 -2.49 0.64
H -4.01 -1.06 -0.40
N 3.29 -2.94 -1.98
C 2.68 -3.12 -0.61
C 1.43 -2.29 -0.51
O 0.70 -2.36 0.52
O 1.11 -1.49 -1.43
H 3.02 -3.69 -2.62
H 4.31 -2.92 -1.94
H 2.96 -2.06 -2.39
H 3.39 -2.76 0.14
H 2.47 -4.17 -0.42
*
```

No. 9
Entry from the OMol25 dataset: C18H40Br6O14S4 as an isolated structure at a distorted geometry (the ωB97M-V functional and the def2-TZVPD basis).

The total energy is -511558.6524 eV. The HOMO-LUMO gap (alpha / beta) is 0.241 / 0.067 hartree. For the max |F|, the calculation gives 5.5 eV/A. The lowest unoccupied orbital energy (alpha / beta) comes out at -5.47 / -10.21 eV. The HOMO energy (alpha / beta) is -12.03 / -12.03 eV.

ORCA input file:
```
! RIJCOSX wB97M-V def2-TZVPD def2/J DEFGRID3
* xyz 1 2
O 1.70 -0.39 0.38
C 1.47 -0.50 -0.87
O 0.39 0.14 -1.50
C 0.27 -0.09 -2.90
C 1.07 -1.38 -3.00
C 2.18 -1.25 -1.92
H 0.69 0.75 -3.46
H -0.73 -0.15 -3.33
H 1.35 -1.52 -4.04
H 0.30 -2.09 -2.70
H 2.80 -0.43 -2.27
H 2.70 -2.13 -1.56
O -5.91 0.08 -1.13
S -5.24 0.47 -2.38
O -5.71 0.14 -3.75
O -4.86 2.03 -2.31
C -5.94 2.94 -2.31
C -5.76 4.37 -2.92
C -3.41 -0.11 -2.23
H -6.35 2.94 -1.31
H -6.82 2.53 -2.81
H -5.32 4.36 -3.92
H -5.13 5.01 -2.30
H -6.77 4.78 -2.91
H -2.81 0.48 -2.93
H -3.48 -1.19 -2.36
H -3.04 0.19 -1.25
O 3.54 -2.22 5.02
S 2.13 -1.85 5.17
O 1.00 -2.76 4.92
O 2.01 -1.37 6.77
C 0.63 -1.31 7.28
C 0.08 -2.59 7.95
C 1.91 -0.17 4.44
H -0.09 -0.81 6.64
H 0.57 -0.47 7.97
H 0.64 -2.81 8.86
H 0.14 -3.34 7.16
H -0.97 -2.50 8.20
H 2.72 0.43 4.85
H 0.98 0.19 4.89
H 1.85 -0.15 3.35
O -0.51 -5.48 0.22
S -0.14 -4.17 0.77
O 0.16 -2.99 -0.07
O -1.24 -3.71 1.91
C -1.21 -2.29 2.22
C -2.09 -1.72 3.28
C 1.32 -4.41 2.01
H -1.55 -1.89 1.27
H -0.20 -1.90 2.34
H -1.88 -2.36 4.14
H -3.12 -2.00 3.08
H -1.95 -0.65 3.44
H 2.00 -4.94 1.35
H 0.96 -5.04 2.82
H 1.76 -3.46 2.30
O 2.98 6.84 -2.02
S 3.13 6.19 -0.73
O 2.35 6.55 0.50
O 3.03 4.56 -0.89
C 3.60 3.97 -2.07
C 2.60 3.03 -2.81
C 4.89 6.34 -0.12
H 4.50 3.43 -1.76
H 3.96 4.68 -2.82
H 3.01 2.38 -3.59
H 1.77 3.53 -3.31
H 2.11 2.17 -2.35
H 5.54 5.88 -0.87
H 4.97 5.91 0.87
H 5.21 7.37 0.05
C 1.88 -6.88 -1.40
Br 2.65 -5.05 -1.40
Br 2.68 -7.99 -0.05
Br 2.15 -7.81 -3.18
H 0.80 -6.86 -1.23
C -2.33 2.07 -6.33
Br -2.57 3.51 -4.92
Br -1.53 0.48 -5.54
Br -1.15 2.71 -7.85
H -3.30 1.78 -6.75
*
```